The following is a DFT calculation (wB97M-V/def2-TZVPD) of 6 unconnected molecules or ions with the total composition C22H41N5OS.

* energy relative to the best compared isomer or geometry (same formula, charge and spin): 0.0 kcal per mole
* spin multiplicity: 1
* electronic energy: -1610.01098 hartree
* total charge: 0

CARTESIAN COORDINATES (ANGSTROEM)
C 0.21 -3.58 3.60
C 0.67 -4.09 4.97
C 1.49 -5.38 4.92
C 0.85 -6.42 4.10
N 0.35 -7.23 3.46
H -0.45 -2.73 3.79
H -0.39 -4.33 3.08
H 1.04 -3.30 2.96
H -0.21 -4.23 5.60
H 1.27 -3.32 5.46
H 1.64 -5.82 5.91
H 2.46 -5.18 4.47
C 4.24 -0.44 1.04
C 4.24 -1.87 1.50
C 4.76 -1.94 2.93
C 4.83 -3.31 3.45
N 4.90 -4.38 3.86
H 3.69 0.20 1.75
H 3.78 -0.25 0.07
H 5.24 0.01 1.03
H 4.84 -2.48 0.83
H 3.21 -2.24 1.46
H 4.18 -1.31 3.60
H 5.79 -1.58 2.99
C -2.86 2.72 -4.99
C -3.95 2.11 -4.10
C -3.45 1.83 -2.68
C -3.28 3.05 -1.91
N -3.13 4.00 -1.27
H -2.23 1.94 -5.42
H -2.21 3.39 -4.44
H -3.32 3.26 -5.82
H -4.28 1.17 -4.55
H -4.83 2.75 -4.08
H -2.47 1.33 -2.75
H -4.11 1.17 -2.12
C 0.13 -3.04 -0.37
C -0.97 -3.83 -1.05
C -2.24 -2.98 -1.23
C -2.14 -2.08 -2.39
N -2.01 -1.40 -3.30
H 1.01 -3.67 -0.25
H -0.21 -2.69 0.60
H 0.38 -2.17 -0.99
H -1.24 -4.68 -0.42
H -0.70 -4.21 -2.03
H -2.41 -2.34 -0.36
H -3.13 -3.60 -1.34
C -1.35 6.33 -2.92
C 0.17 6.46 -3.08
C 0.89 6.32 -1.75
C 1.06 4.90 -1.38
N 1.20 3.80 -1.09
H -1.62 5.47 -2.32
H -1.81 6.20 -3.91
H -1.78 7.25 -2.51
H 0.40 7.45 -3.50
H 0.50 5.75 -3.83
H 0.28 6.75 -0.95
H 1.87 6.79 -1.74
C -2.06 1.51 1.10
S -0.74 0.69 1.96
O -1.20 -0.72 2.13
C 0.40 0.72 0.60
H -1.80 2.51 0.75
H -2.89 1.65 1.80
H -2.43 0.94 0.24
H 0.60 1.77 0.35
H -0.02 0.37 -0.35
H 1.34 0.23 0.84

Partial charges, natural (NBO), in e: C -0.618; C -0.378; C -0.519; C 0.299; N -0.353; H 0.238; H 0.213; H 0.196; H 0.204; H 0.205; H 0.247; H 0.262; C -0.610; C -0.388; C -0.509; C 0.303; N -0.344; H 0.200; H 0.224; H 0.208; H 0.216; H 0.212; H 0.247; H 0.246; C -0.613; C -0.383; C -0.523; C 0.318; N -0.375; H 0.217; H 0.205; H 0.215; H 0.219; H 0.207; H 0.264; H 0.251; C -0.621; C -0.377; C -0.518; C 0.312; N -0.377; H 0.215; H 0.233; H 0.201; H 0.215; H 0.209; H 0.258; H 0.250; C -0.619; C -0.388; C -0.510; C 0.322; N -0.377; H 0.233; H 0.212; H 0.207; H 0.208; H 0.212; H 0.249; H 0.250; C -0.851; S 1.270; O -1.010; C -0.862; H 0.251; H 0.241; H 0.226; H 0.265; H 0.233; H 0.234

The following is a DFT calculation (wB97M-V/def2-TZVPD) of 4 unconnected molecules or ions with the total composition C4H18N2O4.

* energy relative to the best compared isomer or geometry (same formula, charge and spin): 2.3 kcal per mole
* spin multiplicity: 1
* SMILES: C[C@@H](O)[C@@H](N)CN.O.O.O
* electronic energy: -573.65902 hartree
* total charge: 0

CARTESIAN COORDINATES (ANGSTROEM)
C -0.25 2.53 -0.78
C -1.31 1.46 -0.61
O -1.24 0.42 -1.57
C -1.30 0.81 0.78
N -2.41 -0.14 0.84
C 0.04 0.10 1.01
N 0.09 -0.52 2.34
H 0.64 2.11 -1.24
H -0.52 3.31 -1.48
H 0.10 2.90 0.19
H -2.31 1.92 -0.68
H -1.13 0.79 -2.45
H -1.47 1.48 1.61
H -2.22 -0.87 1.53
H -2.51 -0.66 -0.03
H 0.88 0.76 0.89
H 0.08 -0.75 0.34
H -0.24 0.08 3.08
H 1.06 -0.70 2.57
O 3.19 -1.59 1.15
H 2.54 -2.23 0.84
H 3.23 -0.98 0.40
O 2.05 -0.73 -1.34
H 1.30 -1.10 -1.82
H 2.88 -0.84 -1.84
O -0.12 -2.70 -1.47
H -0.96 -2.29 -1.75
H -0.10 -2.55 -0.52

Partial charges, natural (NBO), in e: C -0.655; C 0.093; O -0.749; C -0.070; N -0.843; C -0.225; N -0.864; H 0.224; H 0.215; H 0.224; H 0.170; H 0.477; H 0.192; H 0.368; H 0.357; H 0.181; H 0.172; H 0.347; H 0.376; O -0.950; H 0.467; H 0.482; O -0.987; H 0.509; H 0.477; O -0.947; H 0.481; H 0.475

The following is a DFT calculation (wB97M-V/def2-TZVPD) of 2 unconnected molecules or ions with the total composition C3H9NO2.

* energy relative to the best compared isomer or geometry (same formula, charge and spin): 31.6 kcal per mole
* spin multiplicity: 1
* SMILES: NC=O.CCO
* electronic energy: -324.92226 hartree
* total charge: 0

CARTESIAN COORDINATES (ANGSTROEM)
N -4.35 -0.81 2.47
C -4.17 -1.14 1.13
O -4.06 -2.25 0.72
H -3.89 -1.47 3.09
H -4.30 0.17 2.68
H -4.10 -0.18 0.57
C 2.53 0.09 -1.84
C 2.93 1.31 -1.01
O 3.15 0.97 0.36
H 3.07 -0.79 -1.50
H 2.64 0.22 -2.91
H 1.45 0.00 -1.73
H 3.84 1.76 -1.40
H 2.17 2.09 -1.05
H 3.09 0.01 0.41

Partial charges, natural (NBO), in e: N -0.838; C 0.538; O -0.570; H 0.396; H 0.383; H 0.091; C -0.645; C -0.058; O -0.717; H 0.203; H 0.222; H 0.211; H 0.158; H 0.166; H 0.462

The following is a DFT calculation (wB97M-V/def2-TZVPD) of 2 unconnected molecules or ions with the total composition C11H17B2F6O6.

* spin multiplicity: 1
* electronic energy: -1529.47099 hartree
* total charge: -1

CARTESIAN COORDINATES (ANGSTROEM)
C 5.59 1.32 0.77
C 4.46 0.87 -0.34
B 4.28 -0.77 -0.25
O 5.41 -1.59 0.33
B 2.98 -1.63 -0.79
C 2.54 -0.99 -2.24
C 2.34 -2.26 -3.28
O 3.45 -2.71 -3.91
C 1.75 -1.79 0.30
O 1.55 -3.04 0.82
C 0.78 -0.60 0.86
F 0.14 -1.13 2.13
F 1.54 0.62 1.31
C -0.39 -0.12 -0.20
F -0.68 -1.17 -1.22
F 0.10 1.18 -0.81
C -1.83 0.27 0.52
F -2.67 -0.91 0.83
F -1.65 1.17 1.72
C -2.67 1.21 -0.58
O -2.68 0.95 -1.91
O -3.40 2.40 -0.05
H 5.34 2.40 1.18
H 5.62 0.61 1.71
H 6.68 1.28 0.28
H 3.47 1.47 -0.14
H 4.80 1.16 -1.44
H 6.17 -1.58 -0.35
H 3.38 -2.73 -1.02
H 3.37 -0.26 -2.64
H 1.54 -0.39 -2.24
H 1.30 -2.76 -3.51
H -3.24 3.14 -0.72
C -6.42 1.40 1.10
C -7.00 0.52 2.18
O -6.73 -0.85 1.89
H -6.85 1.14 0.12
H -6.63 2.45 1.30
H -5.34 1.26 1.02
H -8.09 0.64 2.24
H -6.57 0.76 3.16
H -5.76 -0.95 1.85

Partial charges, natural (NBO), in e: C -0.626; C -0.828; B 1.024; O -0.970; B -0.548; C -0.657; C 0.425; O -0.620; C 0.405; O -0.563; C 0.574; F -0.353; F -0.352; C 0.616; F -0.306; F -0.333; C 0.594; F -0.319; F -0.323; C 0.714; O -0.521; O -0.705; H 0.193; H 0.219; H 0.196; H 0.236; H 0.223; H 0.480; H 0.046; H 0.226; H 0.203; H 0.140; H 0.509; C -0.633; C -0.059; O -0.723; H 0.210; H 0.205; H 0.209; H 0.169; H 0.154; H 0.467

Asked for frontier orbital gap across the records above, the calculation gives 9.7; 9.5; 11.0; 6.4 eV in order.